(1)
A 4-piece molecular cluster, C21H53B2IN3O10 overall, computed with wB97M-V/def2-TZVPD.

The geometry in ORCA input format:
```
! RIJCOSX wB97M-V def2-TZVPD def2/J DEFGRID3
* xyz -1 1
I 1.8804 5.6096 0.1112
O 3.2754 1.6469 1.3480
O -4.2024 3.2363 -0.3715
O 0.6855 -6.2729 5.0723
O 0.7149 1.2176 2.2178
O 3.9253 3.8995 1.4911
O -0.1647 -2.8734 2.0667
O 0.1029 3.4429 1.6142
O 1.2358 0.0346 -1.1469
O -2.7989 4.1370 -4.7863
O 1.0361 -3.9198 -3.4778
N 2.0833 -3.7642 3.7898
N -0.6204 -2.3993 -1.5556
N -2.0798 4.9062 -2.0032
C 2.1100 -0.6164 -2.0382
C -4.6367 2.8803 -1.6627
C 2.0017 -3.9191 2.3473
C -0.9080 -2.5598 -2.9681
C 2.6563 -4.8916 4.5048
C 2.3309 2.4386 0.6433
C -2.1066 4.5438 -0.5892
C -2.7910 3.2475 -0.1873
C 3.1164 3.7469 0.4348
C -0.6112 -1.8181 2.8987
C 1.9440 -6.2370 4.4246
C -0.3627 3.9097 2.8601
C -1.3448 3.9809 -2.8444
C -0.3849 -3.8841 -3.4751
C 1.6117 -4.7783 -2.5199
C -0.1212 0.0987 -1.5120
C -0.9139 -1.0881 -0.9945
C -0.4086 -5.8121 4.3043
C -3.5003 5.3170 -5.0956
C 1.2099 -2.7969 1.7164
C -1.4722 4.3405 -4.3046
B 0.9991 2.3993 1.5365
B 3.8478 2.6125 2.3091
H 1.1614 -3.5619 4.1538
H -1.2976 4.4521 2.7038
H -0.7081 -1.1362 0.0773
H -3.7515 5.9058 -4.2055
H -3.0247 5.0005 -2.3528
H 1.8009 -0.4733 -3.0801
H -2.3583 2.3787 -0.6931
H 2.6782 -4.8257 -2.7334
H -0.7231 -4.0347 -4.5043
H 1.5269 -4.8648 2.0421
H 2.1469 1.9597 -0.3283
H 3.0777 2.7931 3.3045
H -0.4830 -1.7642 -3.5994
H 0.3595 -2.5970 -1.3955
H -1.9870 -0.8936 -1.1094
H -1.6984 -1.8808 2.9321
H -4.4235 5.0211 -5.5923
H 3.0153 -3.9113 1.9324
H 1.4747 -4.4206 -1.4925
H 3.6278 3.7656 -0.5303
H -1.9942 -2.5413 -3.1113
H -2.6027 5.3556 -0.0501
H -1.0766 4.5069 -0.2254
H 1.1916 -5.7882 -2.5851
H -0.2760 -6.0417 3.2426
H 0.9372 1.2310 3.1538
H -2.9258 5.9589 -5.7731
H -1.6630 2.9340 -2.7284
H 4.9680 2.2859 2.6745
H 2.1884 -1.6933 -1.8477
H 1.8336 -6.5757 3.3864
H -1.1759 5.3827 -4.4613
H -0.5192 0.9819 -1.0072
H -3.9652 2.1466 -2.1232
H -0.5563 3.0892 3.5599
H 3.6818 -5.0370 4.1454
H -0.5698 -4.7347 4.3983
H -0.3205 -0.8419 2.4987
H -0.7770 -4.7002 -2.8587
H 1.6236 -1.8197 1.9822
H -4.7129 3.7373 -2.3408
H -2.6214 3.1070 0.8815
H 1.2767 -2.9041 0.6284
H -1.2985 -6.3255 4.6684
H 0.3763 4.5907 3.2888
H 2.5662 -6.9722 4.9418
H -5.6278 2.4345 -1.5657
H -0.2235 0.2696 -2.5925
H -0.8068 3.7007 -4.8909
H -0.2858 4.0280 -2.5675
H 2.7274 -4.6183 5.5607
H 3.0965 -0.1762 -1.8918
H -0.2220 -1.8980 3.9217
*
```

(2)
A 7-piece molecular cluster, C21H54N2O7 overall in a non-equilibrium geometry, computed with wB97M-V/def2-TZVPD.

Values from the calculation:
SMILES string	CC1(C)CCCC(C)(C)N1O.CC1(C)CCCC(C)(C)N1O.CO.CO.CO.O.O
ΔE to the lowest compared entry with this formula, charge and spin	5.0	kcal/mol

The geometry in ORCA input format:
```
! RIJCOSX wB97M-V def2-TZVPD def2/J DEFGRID3
* xyz 0 1
O -3.0713 -4.3707 0.7807
O -0.0277 -1.5694 1.3626
O -0.5386 -2.0413 -1.0661
O 1.6724 1.6300 0.8788
O -0.2742 0.7807 -0.9245
O -3.1349 -2.9161 -1.7789
O 0.1125 -4.2570 0.2584
N 1.8247 0.4959 1.7282
N -1.1181 1.4364 -2.0015
C 1.0932 2.5265 -2.8307
C -4.3438 -2.2495 -2.1974
C 0.3057 0.4168 -3.7019
C 3.0488 -0.9184 0.1608
C -1.9880 2.4890 -1.4495
C 3.2838 -0.5041 3.9043
C 4.3396 0.8907 1.2237
C 0.6942 -5.5209 0.1326
C -0.0319 1.2158 3.1509
C -3.5304 -3.6422 1.9536
C 3.5558 -1.1105 2.5822
C 2.2056 2.3160 3.4467
C -1.1854 3.6756 -0.7877
C 3.1937 -0.1122 1.4211
C -2.7827 2.8898 -2.7063
C 1.4915 0.9926 3.1070
C 1.8881 -0.0817 4.0793
C -0.9585 2.4188 -4.2570
C -0.1690 1.7223 -3.1213
C -2.8367 1.8354 -0.3940
C -1.9049 3.4982 -3.7638
H 4.7410 1.2534 2.1819
H -0.3721 -0.1772 -1.1556
H 0.0790 -3.8670 -0.6519
H 1.6533 2.5054 -3.7858
H 1.1888 -0.8963 4.0117
H -4.5468 -3.3877 1.6547
H -1.3809 4.3984 -3.3611
H -5.2127 -2.7655 -1.7902
H -1.8653 4.3033 -0.1681
H 1.2083 0.0610 -3.1601
H 3.9538 -1.5162 -0.0797
H 2.8025 -0.3183 -0.6958
H -0.4860 -1.7589 -0.1128
H 1.1260 1.3468 0.1215
H -1.5078 -2.1541 -1.2045
H -3.0654 0.8318 -0.6843
H -0.3326 1.6598 4.1078
H -0.5594 0.2234 3.1676
H 0.5704 -0.7904 1.5190
H -3.3380 2.0425 -3.0374
H 0.2529 -2.2552 1.9628
H 3.9882 0.2523 4.1187
H -2.0890 -4.4104 0.7251
H -3.7490 2.3742 -0.2960
H -0.6160 4.3768 -1.3959
H 1.7587 2.1111 -2.1056
H -3.5007 -4.3033 2.8128
H -2.3807 3.7244 -4.6880
H 1.7818 0.3367 5.1068
H 0.2612 -6.0429 -0.7122
H -0.4960 -0.3261 -3.6796
H 0.6683 0.5869 -4.7160
H 3.3001 2.2808 3.3879
H 0.5338 -6.0056 1.0916
H 2.9056 -1.9927 2.5520
H -2.4153 1.8455 0.5957
H -0.3147 1.8720 2.3511
H 4.6028 -1.3231 2.4004
H -3.3975 -3.5180 -1.0842
H 1.7853 3.0124 2.7293
H -1.5535 1.6256 -4.7212
H 3.5746 -1.2865 4.6746
H -4.4729 -2.4732 -3.2695
H -4.4114 -1.1557 -1.9121
H -0.5748 3.1491 -0.0380
H 0.8373 3.5528 -2.7055
H 5.0624 0.2846 0.6041
H 1.8401 2.5412 4.4386
H 2.3830 -1.7385 0.2948
H 4.0194 1.7786 0.6682
H 1.7829 -5.4255 0.0574
H -2.9983 -2.6997 2.1225
H -0.2102 2.7821 -5.0119
H -3.6282 3.5386 -2.4259
*
```

(3)
A 9-piece molecular cluster, C21H54N3O8 overall in a non-equilibrium geometry, computed with wB97M-V/def2-TZVPD.

Values from the calculation:
ΔE to the lowest compared entry with this formula, charge and spin	47.0	kcal/mol

The geometry in ORCA input format:
```
! RIJCOSX wB97M-V def2-TZVPD def2/J DEFGRID3
* xyz 1 1
O 2.2527 -0.1051 0.5694
O -5.3921 -0.6705 -9.8715
O 6.6233 -4.8911 2.6186
O -5.2705 1.1775 -0.5642
O 0.0719 7.9203 1.4567
O 1.6329 0.8966 5.5571
O 3.8446 -4.8723 4.1143
O -4.2983 -0.0214 -5.3598
N 0.5827 5.2064 3.0417
N -1.3484 2.1193 3.0089
N 0.8656 2.6140 3.1374
C -6.5632 -2.6607 -10.5739
C 3.8269 -5.9249 3.1515
C -5.4140 0.7067 -1.9048
C 3.0530 -1.1906 1.0349
C -6.6263 -1.1571 -10.3895
C -0.1144 1.5071 3.1112
C 1.8691 2.4968 7.3499
C 0.1402 3.8264 3.0476
C -1.3583 3.5629 2.9867
C 2.4031 -6.2098 2.7135
C 8.0203 -4.7960 2.3598
C -3.7288 1.1256 2.4339
C 0.9107 8.5549 -0.7179
C -4.4485 -0.4857 -6.7005
C 2.5803 1.5662 6.3880
C 8.8111 -5.3120 3.5459
C 2.5584 -1.6661 2.3868
C -0.0478 7.6725 0.0562
C -3.6783 -1.7762 -6.8968
C -4.6418 -0.5828 -2.0952
C -2.6679 1.5207 2.9090
H 1.1675 1.9390 7.9739
H 4.2852 -6.8142 3.5943
H -7.5070 -3.0462 -10.9654
H -6.8308 -0.6556 -11.3406
H 2.5837 3.0110 7.9957
H -3.7897 -2.1448 -7.9184
H -2.2160 4.2852 2.9355
H 0.7026 9.6111 -0.5275
H -6.3476 -3.1545 -9.6232
H -6.4765 0.5469 -2.0926
H -1.0823 7.8602 -0.2468
H 1.9480 -5.3140 2.2830
H -7.4151 -0.8916 -9.6835
H 6.4338 -4.3587 3.4028
H -2.6142 -1.6270 -6.6905
H -4.9970 -1.3489 -1.4010
H 1.5144 -1.9850 2.3229
H 0.0380 0.3933 3.1603
H 3.1425 0.8083 6.9347
H -3.5779 -0.4315 -1.8864
H 3.3137 -5.1581 4.8686
H -4.6390 0.7457 1.8716
H 1.2861 3.2457 6.8048
H 0.8318 8.3697 -1.7910
H 8.2691 -3.7507 2.1498
H 3.1597 -2.5017 2.7524
H 3.2776 2.1214 5.7510
H 4.0940 -0.8593 1.0948
H 1.8846 2.5343 3.1888
H -5.7595 -2.9323 -11.2642
H -4.0328 -2.5434 -6.2038
H 9.8850 -5.2495 3.3564
H 1.5997 5.1660 2.8839
H -5.0550 1.4808 -2.5889
H 8.5500 -6.3516 3.7571
H -3.3562 0.1249 -5.2065
H 2.3217 0.6048 1.2187
H 4.4330 -5.6132 2.3017
H -5.5115 -0.6439 -6.8860
H -0.1369 8.8512 1.6065
H -4.0912 0.2903 -7.3832
H 1.1423 1.5696 5.0621
H 0.2162 5.6891 2.1978
H 2.6004 -0.8552 3.1225
H 1.9405 8.3709 -0.4029
H -4.7499 -0.9536 -3.1158
H -4.3289 1.3260 -0.4087
H 2.3759 -7.0106 1.9714
H 2.9893 -1.9943 0.3003
H 8.2382 -5.3875 1.4689
H 1.7858 -6.5020 3.5682
H -4.6998 -0.9001 -10.5045
H 8.5790 -4.7354 4.4458
H 0.1771 6.6177 -0.1199
*
```

(4)
C21H55BaNO16P3 as an isolated structure in a non-equilibrium geometry, computed with wB97M-V/def2-TZVPD.

Values from the calculation:
ΔE to the lowest compared entry with this formula, charge and spin	195.4	kcal/mol

The geometry in ORCA input format:
```
! RIJCOSX wB97M-V def2-TZVPD def2/J DEFGRID3
* xyz -1 1
Ba 7.8904 -8.5260 -9.3802
P 1.4020 -9.3927 -11.1227
P 13.4576 -10.7047 -9.6465
P 8.2440 -12.0892 -14.2860
O 9.2594 -5.2324 -11.1555
O 8.8337 -8.6114 -5.6870
O 5.3828 -5.8070 -7.8631
O 13.0524 -12.1549 -9.0078
O 0.5861 -10.2458 -10.0438
O 12.3659 -9.7150 -9.7622
O 7.5611 -11.1257 -15.3834
O 2.8784 -9.2683 -10.8503
O 14.7415 -10.0920 -8.8728
O 9.6839 -12.5968 -14.9040
O 7.3079 -13.4421 -14.3466
O 14.1128 -11.0686 -11.0410
O 0.6168 -7.9496 -11.1263
O 6.0815 -12.6989 -7.3199
O 8.3729 -11.5634 -12.8942
O 1.0479 -10.0774 -12.5390
N 4.8992 -13.9555 -5.9107
C 1.1942 -9.4299 -13.8077
C 14.7136 -10.1146 -11.8071
C 8.0222 -9.7319 -15.3106
C 6.0969 -14.3940 -5.2250
C 12.1408 -12.3479 -7.9971
C -0.8161 -11.9386 -11.1571
C 5.9440 -13.5091 -13.9393
C -0.7379 -10.7380 -10.2060
C 5.1739 -14.1199 -15.0660
C 14.4479 -7.8184 -8.2363
C -0.0890 -8.6854 -14.1633
C 13.7890 -9.3929 -12.7677
C 14.4791 -9.2658 -7.7794
C 10.3465 -13.6673 -14.2938
C 3.6750 -14.5138 -5.3995
C 11.5677 -14.0380 -15.0506
C 0.6703 -7.1338 -10.0060
C 12.0497 -13.8002 -7.4976
C 4.9820 -13.1630 -6.9591
C -0.2437 -5.9641 -10.4264
C 7.6227 -8.9963 -16.5655
H 13.4173 -7.4649 -8.2655
H 9.7368 -14.5659 -14.1990
H -1.0412 -9.1974 -14.0241
H 1.7034 -6.8579 -9.7944
H -0.5824 -11.8469 -12.2178
H 6.5592 -8.9497 -16.8000
H 11.1675 -12.0529 -8.3892
H 5.9812 -14.4697 -4.1438
H 13.1150 -8.8077 -12.1421
H 11.6548 -14.5344 -8.1997
H 4.0893 -14.0585 -14.9775
H 5.4881 -13.6150 -15.9795
H 4.0133 -13.0842 -7.4765
H 9.7395 -4.8883 -11.9338
H 13.0972 -14.0908 -7.4174
H -0.2178 -7.8277 -13.5031
H 11.2182 -14.5204 -15.9634
H 2.7422 -14.0461 -5.7145
H 5.6066 -12.4862 -13.7723
H 7.9455 -7.9620 -16.4469
H 0.0434 -5.4716 -11.3554
H -1.2838 -6.2576 -10.5677
H 15.3271 -9.4048 -11.2523
H 5.7703 -14.0012 -12.9824
H 3.6979 -14.5001 -4.3099
H -0.2692 -12.7716 -10.7154
H -0.2734 -5.1496 -9.7026
H 4.4387 -6.0229 -7.9918
H 1.2444 -10.3498 -14.3903
H 0.2383 -7.6160 -9.1291
H 13.1140 -10.0120 -13.3586
H 12.3722 -11.6857 -7.1628
H 12.2559 -13.2185 -15.2582
H 11.6599 -13.9003 -6.4846
H 15.4711 -10.6490 -12.3804
H 3.6261 -15.5784 -5.6282
H 6.3373 -15.4042 -5.5564
H 9.0591 -9.2647 -4.9965
H 5.3906 -15.1877 -15.0979
H 13.5883 -9.6023 -7.2491
H -1.8447 -12.2971 -11.1986
H 14.9235 -7.6055 -9.1937
H 8.1342 -9.5012 -17.3850
H 9.1105 -9.7190 -15.2523
H 7.5922 -9.2758 -14.4189
H -1.4353 -9.9533 -10.4990
H 6.8821 -13.6428 -5.3098
H 10.7084 -13.3824 -13.3059
H -0.1234 -8.3893 -15.2118
H 14.4352 -8.8360 -13.4463
H -1.0870 -11.0645 -9.2264
H 15.0138 -7.2073 -7.5331
H 12.1528 -14.7393 -14.4558
H 15.1261 -9.2925 -6.9026
H 2.1082 -8.8383 -13.8594
*
```

(5)
C21H55ClNO3PSi2 as an isolated structure in a non-equilibrium geometry, computed with wB97M-V/def2-TZVPD.

The geometry in ORCA input format:
```
! RIJCOSX wB97M-V def2-TZVPD def2/J DEFGRID3
* xyz 0 1
Cl -7.0587 -1.9892 -0.6215
P -5.8163 -0.3552 -0.8019
Si -2.2196 -1.2174 -2.6462
Si -4.9772 -0.4635 -2.9091
O -6.8316 0.9633 -0.9138
O 0.7995 -2.2350 -2.2773
O -3.3887 -0.0074 -2.6700
N 2.4883 -0.2985 -0.7252
C 6.4553 -2.3733 -6.0823
C -6.2553 3.1970 5.7411
C 2.7578 -2.5398 -5.4860
C -4.1870 0.4199 2.4280
C 0.4626 -0.8771 -1.9764
C 0.6615 1.0121 4.1549
C -5.3112 3.1793 3.3688
C 4.0428 -0.0006 5.4403
C -6.1418 2.0034 2.8524
C 4.6920 -1.0543 -4.7469
C 1.6842 0.0112 -1.9177
C 0.0661 0.5835 2.8158
C -5.5343 0.6263 3.1119
C 3.1021 1.1057 3.3388
C 7.5243 -2.3557 -4.9932
C 1.9414 1.8358 4.0158
C 5.5141 -1.1712 -6.0309
C 3.5306 -0.1950 4.0157
C -0.5674 -0.4025 -3.0036
C 3.8191 -2.2677 -4.4269
C -5.0065 3.1442 4.8653
H 1.3621 1.0390 -1.8444
H 5.3606 -0.8660 -3.9019
H -4.2866 0.5457 1.3473
H 4.8947 0.6818 5.4567
H 6.1017 -0.2557 -6.1510
H -0.2457 -0.6055 -4.0160
H 0.8459 0.1294 4.7729
H -7.1409 2.0382 3.2949
H 1.8699 -0.6470 -0.0072
H 2.1409 -3.3890 -5.1908
H -6.2889 2.1269 1.7750
H -3.4335 1.1208 2.7939
H -0.1605 1.4522 2.1942
H 2.1016 -1.6753 -5.6094
H 1.7195 2.7400 3.4407
H 3.2008 -2.7738 -6.4552
H -0.6743 0.6698 -2.8932
H -5.4312 0.4547 4.1870
H -0.8614 0.0281 2.9640
H -0.0776 1.6105 4.6933
H 4.4431 -3.1541 -4.2861
H -6.8341 4.1003 5.5388
H -4.4236 2.2525 5.1109
H 2.8416 0.8932 2.2982
H 2.2504 2.1798 5.0066
H -6.2603 1.6967 -1.2046
H -2.1534 -1.8402 -1.3015
H 8.1900 -3.2139 -5.0917
H -2.5415 -2.2900 -3.6052
H -3.8128 -0.5891 2.6109
H -5.0971 -1.8175 -3.4842
H -5.5701 0.5619 -3.7924
H 4.8426 -1.2108 -6.8927
H 4.3677 -0.9502 5.8672
H 5.8833 -3.3028 -6.0198
H -6.2339 -0.1322 2.7491
H 0.7501 -0.0618 2.2607
H -6.9024 2.3351 5.5741
H 8.1327 -1.4518 -5.0598
H 6.9462 -2.3842 -7.0585
H -4.3700 3.9992 5.1072
H 2.2816 -0.1192 -2.8090
H 2.7034 -0.9104 4.0183
H 7.0855 -2.3960 -3.9954
H 4.3232 -0.6486 3.4155
H -5.8436 4.1071 3.1372
H 4.0532 -0.1681 -4.8258
H 3.1344 -1.0391 -0.9575
H -5.9856 3.2032 6.7978
H -4.3678 3.2298 2.8177
H -0.0293 -0.8707 -1.0088
H 3.3128 -2.0893 -3.4750
H 3.9608 1.7824 3.2975
H 3.2708 0.4048 6.0958
H 0.4089 -2.8094 -1.6060
*
```

no.,HOMO energy (eV),E (Ha)
1,-4.76,-2096.01982
2,-8.48,-1468.58863
3,-11.54,-1598.23824
4,-3.09,-3141.34670
5,-8.57,-2494.22582